{
  "formula": "C25H29N2OPReSi",
  "method": "wB97M-V/def2-TZVPD",
  "total_charge": 2,
  "orbital_gap_ev": [7.47, 7.67],
  "multiplicity": 2,
  "e_tot_ev": -50709.43495,
  "de_lowest_kcal_mol": 0.0,
  "elements": ["Re", "C", "C", "C", "C", "C", "H", "H", "H", "H", "H", "N", "P", "C", "C", "C", "C", "C", "C", "C", "C", "C", "C", "C", "C", "C", "C", "C", "C", "C", "N", "H", "H", "H", "H", "H", "H", "H", "H", "H", "H", "H", "H", "H", "H", "H", "C", "Si", "C", "C", "O", "H", "H", "H", "H", "H", "H", "H", "H", "H"],
  "positions_angstrom": [[-0.070561, -0.382260, 0.326726], [-2.006977, 0.477690, 1.363840], [-1.137478, -0.132381, 2.301287], [-1.023580, -1.516874, 1.958894], [-1.838379, -1.720474, 0.796438], [-2.451514, -0.498060, 0.442343], [-2.269270, 1.524432, 1.337404], [-0.673349, 0.343374, 3.150628], [-0.498620, -2.266526, 2.530074], [-1.941680, -2.653516, 0.263248], [-3.120244, -0.334467, -0.388924], [2.233690, 1.232456, 1.730035], [2.042038, -0.433740, 1.409933], [3.495802, -0.948714, 0.506070], [3.547990, -0.683180, -0.865498], [4.715933, -0.926527, -1.567046], [5.825324, -1.442922, -0.908078], [5.774214, -1.712305, 0.452611], [4.613699, -1.462230, 1.168555], [2.033631, -1.244071, 3.006073], [2.118701, -2.639317, 3.029963], [2.011487, -3.314901, 4.233444], [1.818151, -2.605341, 5.414359], [1.733445, -1.221537, 5.392746], [1.835307, -0.535285, 4.189181], [1.559933, 2.126318, 0.934712], [1.932554, 3.468484, 0.844981], [1.220819, 4.307865, 0.024356], [0.133694, 3.813723, -0.709407], [-0.195451, 2.499029, -0.569053], [0.498412, 1.648402, 0.240485], [3.095077, 1.568409, 2.142292], [2.679507, -0.293915, -1.382558], [4.761749, -0.719720, -2.628113], [6.735129, -1.637762, -1.460039], [6.639979, -2.116342, 0.959517], [4.579536, -1.667821, 2.230511], [2.278589, -3.195297, 2.112538], [2.085276, -4.393907, 4.253728], [1.740144, -3.135853, 6.353833], [1.591593, -0.671584, 6.313303], [1.767774, 0.545228, 4.179368], [2.779776, 3.825142, 1.414419], [1.502906, 5.349331, -0.056301], [-0.441670, 4.447727, -1.367205], [-1.030282, 2.063848, -1.100840], [1.624984, -2.358699, -3.517200], [0.405863, -2.730200, -2.188318], [-1.313212, -2.915328, -2.836231], [0.939188, -4.111573, -1.080047], [0.359164, -1.352117, -1.147609], [1.596015, -3.142860, -4.276953], [2.641684, -2.311308, -3.126103], [1.384251, -1.414054, -4.010608], [-1.375710, -3.778058, -3.503332], [-1.603213, -2.035353, -3.414735], [-2.048631, -3.069903, -2.043523], [1.133817, -5.012953, -1.665324], [0.184551, -4.368252, -0.332871], [1.868550, -3.847070, -0.568681]],
  "forces_ev_per_angstrom": [[-0.2, 0.4, 0.2], [0.1, 0.2, -0.1], [0.1, 0.1, 0.2], [-0.1, -0.1, -0.2], [0.0, -0.3, 0.2], [0.0, 0.1, 0.0], [0.0, 0.0, 0.0], [0.0, 0.0, 0.0], [0.0, 0.0, -0.1], [0.0, 0.0, 0.1], [0.0, 0.0, 0.0], [0.0, 0.1, -0.1], [-0.2, 0.0, 0.1], [0.0, 0.0, 0.0], [0.0, 0.0, 0.0], [0.0, 0.0, 0.0], [0.0, 0.0, 0.0], [0.0, 0.0, 0.0], [0.0, 0.0, -0.1], [0.0, 0.0, 0.0], [0.0, 0.0, 0.0], [0.0, 0.0, 0.0], [0.0, 0.0, 0.0], [0.0, 0.0, 0.0], [0.0, 0.0, 0.0], [-0.1, -0.1, 0.0], [0.0, 0.0, 0.0], [0.0, 0.0, 0.0], [0.0, 0.0, 0.0], [0.0, 0.0, 0.0], [0.0, -0.1, 0.0], [0.0, 0.0, 0.0], [0.0, 0.0, 0.0], [0.0, 0.0, 0.0], [0.0, 0.0, 0.0], [0.0, 0.0, 0.0], [0.0, 0.0, 0.0], [0.0, 0.0, 0.0], [0.0, 0.0, 0.0], [0.0, 0.0, 0.0], [0.0, 0.0, 0.0], [0.0, 0.0, 0.0], [0.0, 0.0, 0.0], [0.0, 0.0, 0.0], [0.0, 0.0, 0.0], [0.0, 0.0, 0.0], [0.0, 0.1, 0.0], [0.0, -0.3, -0.1], [-0.1, 0.1, 0.0], [0.0, 0.0, 0.1], [0.3, 0.0, -0.1], [0.0, 0.0, 0.0], [0.0, 0.0, 0.0], [0.1, 0.0, 0.0], [0.0, 0.0, 0.0], [0.0, 0.0, 0.0], [0.0, 0.0, 0.0], [0.0, 0.0, 0.0], [0.0, 0.0, 0.0], [0.0, 0.0, 0.0]]
}



{
  "formula": "C5H7N2O",
  "method": "wB97M-V/def2-TZVPD",
  "total_charge": 1,
  "orbital_gap_ev": [7.07, 7.58],
  "e_tot_ev": -10308.65591,
  "de_lowest_kcal_mol": 230.0,
  "elements": ["C", "C", "C", "C", "C", "N", "N", "O", "H", "H", "H", "H", "H", "H", "H"],
  "positions_angstrom": [[0.918467, 1.705030, 1.271044], [-0.074414, 1.621718, 0.341096], [-0.221559, -1.675719, 1.816839], [0.628442, -0.361944, 0.073157], [-0.908439, 0.402393, -1.713014], [1.500733, 0.629389, 0.589149], [-0.517627, 0.335114, -0.252681], [-1.375102, -1.534203, 1.717342], [0.523617, -2.006708, 2.639965], [1.043570, -1.161271, -0.697263], [-1.754032, 1.070076, -1.993819], [-0.141510, 0.872867, -2.384286], [-0.885682, -0.614564, -2.195139], [2.453577, 0.746601, 0.408460], [-1.190040, -0.028780, 0.379150]],
  "forces_ev_per_angstrom": [[-0.5, -0.2, 0.0], [-1.2, 2.1, -0.4], [1.1, 2.0, -0.9], [3.8, -5.1, -0.2], [0.8, -0.1, -2.5], [-0.8, -0.3, 0.7], [-0.5, 1.5, -1.3], [0.6, -0.5, 0.4], [-1.1, 0.1, -1.2], [-0.9, 2.1, 1.6], [0.0, -1.0, 1.1], [0.2, 0.0, 1.6], [-0.9, 0.7, 1.1], [2.0, -0.6, -0.5], [-2.4, -0.7, 0.4]]
}



{
  "formula": "C5H10O",
  "method": "wB97M-V/def2-TZVPD",
  "orbital_gap_ev": 10.75,
  "smiles": "C[C@H]1CC[C@H]1O",
  "e_tot_ev": -7393.86419,
  "de_lowest_kcal_mol": 20.8,
  "elements": ["C", "C", "C", "C", "C", "O", "H", "H", "H", "H", "H", "H", "H", "H", "H", "H"],
  "positions_angstrom": [[1.521434, -0.786991, -0.224036], [0.445527, -0.187658, 0.673825], [0.236479, 1.330684, 0.452713], [-0.926041, 1.001118, -0.511430], [-0.993258, -0.396462, 0.129683], [-1.197114, -1.481333, -0.747166], [1.583902, -1.872423, -0.098508], [1.319536, -0.597279, -1.284467], [2.499734, -0.355641, 0.018615], [0.609408, -0.493793, 1.713871], [-0.115508, 1.836612, 1.357890], [1.092315, 1.878575, 0.046484], [-1.825267, 1.625347, -0.490449], [-0.585829, 0.913117, -1.547737], [-1.714716, -0.415342, 0.958145], [-1.950600, -1.998524, -0.447431]],
  "forces_ev_per_angstrom": [[0.0, 0.0, 0.0], [0.1, -0.1, 0.0], [0.0, 0.1, 0.1], [-0.1, 0.0, -0.1], [0.0, 0.2, 0.2], [-0.2, -0.2, 0.0], [0.0, 0.1, 0.0], [0.0, 0.0, 0.2], [-0.1, -0.1, 0.0], [0.0, 0.0, -0.2], [0.1, -0.1, -0.1], [-0.2, 0.0, 0.0], [0.2, -0.1, 0.0], [0.0, 0.0, 0.1], [0.1, 0.0, -0.2], [0.1, 0.0, -0.1]]
}



{
  "formula": "C12H24F5IO2P",
  "method": "wB97M-V/def2-TZVPD",
  "total_charge": -1,
  "orbital_gap_ev": 6.56,
  "e_tot_ev": -47902.74930,
  "de_lowest_kcal_mol": 52.5,
  "elements": ["C", "O", "C", "C", "C", "P", "O", "C", "C", "C", "I", "C", "C", "C", "C", "F", "F", "C", "F", "F", "F", "H", "H", "H", "H", "H", "H", "H", "H", "H", "H", "H", "H", "H", "H", "H", "H", "H", "H", "H", "H", "H", "H", "H", "H"],
  "positions_angstrom": [[-4.041543, -2.457407, 0.941183], [-4.206024, -2.288525, -0.467936], [-3.838873, -0.951280, -0.890173], [-2.245657, -0.793848, -0.904217], [-1.746347, 0.580514, -1.568416], [0.028518, 0.909789, -0.933216], [-0.103142, 2.612316, -1.408095], [0.857562, 0.593326, -2.625465], [1.726877, -0.767171, -2.652112], [3.174097, -0.544609, -3.342870], [4.629260, -1.685659, -2.142121], [1.751886, 1.213024, -0.140696], [2.200078, 0.127509, 0.946778], [2.124958, 0.633050, 2.468465], [0.853006, 0.134687, 3.267078], [-0.305456, 0.004458, 2.494306], [1.044920, -1.124210, 3.895194], [0.475341, 1.139554, 4.471436], [1.498731, 1.167082, 5.414294], [-0.686255, 0.643760, 5.094170], [0.155154, 2.416683, 4.024087], [-4.264118, -3.525283, 1.285257], [-2.982959, -2.238617, 1.313339], [-4.725991, -1.752792, 1.536585], [-4.304403, -0.654857, -1.878073], [-4.251275, -0.239840, -0.091584], [-1.935170, -0.720660, 0.197766], [-1.719548, -1.707587, -1.332298], [-2.440521, 1.388618, -1.136900], [-1.882906, 0.620282, -2.691943], [-0.559244, 1.289101, 0.346273], [0.108378, -0.493029, -0.571399], [-0.449137, 3.123630, -0.649368], [1.606231, 1.431104, -2.861706], [0.159795, 0.544952, -3.515882], [1.917833, -1.162494, -1.600183], [1.117981, -1.511156, -3.268549], [3.144790, -0.951676, -4.410232], [3.500958, 0.540268, -3.319441], [2.608338, 1.277184, -0.900031], [1.755519, 2.232174, 0.387310], [1.659213, -0.865567, 0.885399], [3.306612, -0.108024, 0.758186], [3.027684, 0.167083, 2.999601], [2.254848, 1.754146, 2.576199]],
  "forces_ev_per_angstrom": [[0.3, 0.1, 1.3], [-0.1, 0.2, 0.4], [1.2, 0.7, 0.9], [-0.4, 0.9, 0.2], [-1.9, -0.6, 0.6], [-0.2, 0.8, -0.4], [0.0, 0.5, 0.3], [1.7, -0.5, -1.7], [0.0, 0.7, -0.2], [-1.5, -0.1, -0.2], [-0.2, 0.4, -0.7], [1.6, 0.2, 1.1], [0.8, 0.4, 0.3], [0.5, -1.1, 0.2], [-0.4, 0.4, 0.2], [1.9, 0.2, 1.2], [-0.1, 1.8, -1.0], [-1.3, -0.7, 0.2], [-1.9, 0.4, -1.6], [2.2, 1.1, -0.8], [1.0, -2.2, 1.0], [0.1, 1.4, -1.0], [-1.2, -0.2, -0.7], [0.7, -0.8, -0.9], [0.4, -0.9, 1.0], [0.5, -0.6, -1.1], [-0.2, -0.2, -1.5], [-0.9, 1.1, 0.3], [1.0, -0.9, -0.6], [0.2, -0.3, 1.2], [-0.1, -0.3, 0.3], [0.2, 0.0, 0.1], [0.2, -0.6, -0.6], [-1.2, -0.9, 0.4], [0.6, 0.2, 1.1], [-0.6, 0.5, -1.4], [1.1, 0.6, 1.0], [0.5, 0.6, 1.5], [-0.3, -1.5, 0.0], [-1.2, -0.1, 0.9], [-0.1, -1.3, -0.8], [0.4, 1.2, -0.1], [-1.5, 0.2, 0.3], [-1.4, 0.6, -0.4], [-0.5, -1.3, -0.3]]
}